# 1
C41H48AsHfN6OPS3 | the ωB97M-V functional and the def2-TZVPD basis

CARTESIAN COORDINATES (ANGSTROEM)
Hf (0.1607, -0.2037, -0.2673)
N (-2.1444, -0.7880, -0.7331)
C (-2.5736, -0.1007, -1.9728)
C (-2.5026, 1.3951, -1.7274)
N (-1.1444, 1.8088, -1.2743)
C (-0.3336, 2.4799, -2.3234)
C (0.6932, 1.5492, -2.9364)
N (1.5841, 1.0416, -1.8616)
H (-2.1025, -1.7909, -0.9113)
H (-2.8734, -0.6745, -0.0309)
H (-3.5859, -0.3782, -2.2698)
H (-1.8984, -0.3905, -2.7746)
H (-3.2182, 1.6594, -0.9449)
H (-2.7950, 1.9233, -2.6360)
H (-1.2974, 2.5064, -0.5523)
H (0.1953, 3.3208, -1.8713)
H (-0.9666, 2.8872, -3.1137)
H (1.2516, 2.0935, -3.6994)
H (0.2124, 0.6996, -3.4219)
H (2.2222, 1.7885, -1.6005)
H (2.1593, 0.3046, -2.2676)
N (0.0133, -2.6429, 3.2151)
C (0.3276, -1.8275, 2.2353)
O (-0.5670, -1.3515, 1.4754)
C (1.7601, -1.4265, 2.0423)
C (2.0239, -1.1077, 0.5572)
H (-0.9464, -2.9267, 3.3548)
H (0.7146, -3.0876, 3.7839)
H (2.4183, -2.2010, 2.4437)
H (1.9275, -0.5306, 2.6517)
H (2.1737, -2.0612, 0.0369)
H (2.9755, -0.5788, 0.4874)
S (0.6657, -6.6805, 0.5623)
C (0.7306, -5.4422, -0.4874)
S (-0.3171, -3.9965, -0.4373)
C (0.6456, -3.2739, -1.7437)
N (1.5526, -4.0575, -2.1798)
N (1.5848, -5.2485, -1.5262)
C (2.5520, -6.2178, -1.9672)
C (3.8929, -5.9748, -1.7193)
C (4.8414, -6.8418, -2.2355)
C (4.4450, -7.9324, -2.9962)
C (3.0971, -8.1739, -3.2181)
C (2.1394, -7.3134, -2.7055)
S (0.3370, -1.6967, -2.3930)
H (4.1864, -5.1116, -1.1357)
H (5.8914, -6.6616, -2.0488)
H (5.1893, -8.5921, -3.4210)
H (2.7870, -9.0295, -3.8025)
H (1.0858, -7.4841, -2.8842)
C (-0.4605, 3.4566, 1.8664)
C (0.2014, 4.4300, 0.9070)
As (-0.5105, 6.3086, 0.9900)
C (-0.3451, 6.5411, 2.9270)
C (-1.1682, 5.9222, 3.8676)
C (-0.9905, 6.1572, 5.2228)
C (0.0028, 7.0263, 5.6547)
C (0.8225, 7.6528, 4.7283)
C (0.6484, 7.4099, 3.3734)
C (-2.4136, 5.8729, 0.8618)
C (-2.8941, 4.9236, -0.0366)
C (-4.2564, 4.7074, -0.1873)
C (-5.1614, 5.4550, 0.5510)
C (-4.6978, 6.4251, 1.4283)
C (-3.3354, 6.6365, 1.5755)
P (0.2592, 1.7451, 1.8082)
C (1.9235, 2.1403, 2.4379)
C (2.1434, 2.7093, 3.6911)
C (3.4156, 3.1308, 4.0449)
C (4.4673, 3.0189, 3.1458)
C (4.2516, 2.4764, 1.8878)
C (2.9853, 2.0353, 1.5381)
C (-0.7901, 1.0415, 3.1326)
C (-2.1255, 0.8764, 2.7512)
C (-3.0794, 0.4656, 3.6626)
C (-2.7068, 0.2115, 4.9783)
C (-1.3789, 0.3314, 5.3534)
C (-0.4165, 0.7354, 4.4337)
H (-1.5386, 3.3915, 1.6974)
H (-0.3083, 3.7831, 2.8957)
H (0.1090, 4.0984, -0.1313)
H (1.2687, 4.5085, 1.1242)
H (-1.9779, 5.2779, 3.5459)
H (-1.6390, 5.6741, 5.9427)
H (0.1265, 7.2260, 6.7109)
H (1.5869, 8.3436, 5.0586)
H (1.2801, 7.9111, 2.6485)
H (-2.1940, 4.3664, -0.6573)
H (-4.6188, 3.9721, -0.8959)
H (-6.2246, 5.2929, 0.4344)
H (-5.3981, 7.0280, 1.9910)
H (-2.9786, 7.4059, 2.2497)
H (1.3264, 2.8472, 4.3885)
H (3.5828, 3.5641, 5.0219)
H (5.4539, 3.3690, 3.4173)
H (5.0691, 2.4011, 1.1828)
H (2.8033, 1.6192, 0.5558)
H (-2.4147, 1.0986, 1.7252)
H (-4.1143, 0.3643, 3.3621)
H (-3.4551, -0.0751, 5.7048)
H (-1.0875, 0.1220, 6.3743)
H (0.6170, 0.8043, 4.7496)

Properties
Spin multiplicity   1
Total charge   +2
Lowest unoccupied orbital energy   -5.7511 eV
Highest occupied orbital energy   -12.197 eV
Kohn-Sham gap   6.4 eV



# 2
C41H48BN11PS3W | the ωB97M-V functional and the def2-TZVPD basis

CARTESIAN COORDINATES (ANGSTROEM)
W (0.2398, 0.1285, -0.0559)
C (2.3243, 3.2134, -0.6056)
C (2.0682, 2.7132, 0.7714)
C (2.6459, 3.2050, 1.9385)
C (2.1583, 2.4245, 2.9710)
C (2.4698, 2.5218, 4.4235)
N (1.3345, 1.5122, 2.4350)
N (1.2678, 1.6800, 1.0844)
B (0.4376, 0.4982, 3.1600)
N (0.8504, -0.9194, 2.7433)
N (1.0595, -1.2899, 1.4413)
C (1.6279, -2.5127, 1.4859)
C (2.1228, -3.3520, 0.3568)
C (1.7453, -2.9208, 2.8136)
C (1.2528, -1.8887, 3.5810)
C (1.1660, -1.8206, 5.0669)
N (-1.0038, 0.8134, 2.7512)
N (-1.3200, 1.0924, 1.4468)
C (-2.5423, 1.6548, 1.4630)
C (-3.3107, 2.1844, 0.3069)
C (-3.0095, 1.7045, 2.7808)
C (-2.0088, 1.1800, 3.5671)
C (-1.9894, 1.0152, 5.0479)
H (2.3977, 4.2996, -0.5884)
H (1.5476, 2.9179, -1.3005)
H (3.2754, 2.8239, -0.9661)
H (3.3311, 4.0313, 2.0191)
H (3.2421, 3.2721, 4.5730)
H (2.8267, 1.5696, 4.8150)
H (1.5897, 2.8170, 4.9957)
H (0.5568, 0.6155, 4.3330)
H (2.0948, -2.8541, -0.5975)
H (1.5335, -4.2684, 0.2910)
H (3.1560, -3.6344, 0.5659)
H (2.1684, -3.8471, 3.1629)
H (1.4474, -2.7857, 5.4812)
H (0.1588, -1.5769, 5.4025)
H (1.8450, -1.0673, 5.4678)
H (-2.6966, 2.3425, -0.5652)
H (-3.7746, 3.1298, 0.5891)
H (-4.1157, 1.5072, 0.0257)
H (-3.9531, 2.1050, 3.1095)
H (-2.9766, 1.2349, 5.4468)
H (-1.2781, 1.6993, 5.5125)
H (-1.7116, 0.0009, 5.3335)
N (-1.7986, -1.4249, 0.8473)
N (-1.9056, -2.7609, 0.4473)
C (-1.3024, -3.1265, -0.6956)
N (-1.5658, -4.3458, -1.1732)
S (-0.2053, -2.1334, -1.4824)
H (-2.0293, -1.3644, 1.8327)
H (-2.4644, -0.8595, 0.2963)
H (-2.7609, -3.2426, 0.6935)
H (-2.2982, -4.9239, -0.7959)
H (-1.1202, -4.6285, -2.0285)
N (-0.7621, 2.4272, -2.0354)
C (-0.5372, 1.5048, -1.3637)
H (-1.2987, 2.9120, -2.7341)
S (-5.4892, 1.6055, -2.4555)
P (-4.4256, 0.0162, -2.8959)
S (-2.7068, -0.2953, -1.8602)
C (-3.9871, -0.0354, -4.6709)
C (-2.7904, -0.5923, -5.1111)
C (-2.4809, -0.5925, -6.4640)
C (-3.3528, -0.0155, -7.3754)
C (-4.5428, 0.5482, -6.9362)
C (-4.8655, 0.5337, -5.5878)
C (-5.3287, -1.5500, -2.5905)
C (-4.7217, -2.7600, -2.9220)
C (-5.3501, -3.9555, -2.6137)
C (-6.5812, -3.9471, -1.9674)
C (-7.1782, -2.7426, -1.6286)
C (-6.5534, -1.5410, -1.9391)
H (-2.1031, -1.0203, -4.3906)
H (-1.5574, -1.0430, -6.8073)
H (-3.1103, -0.0082, -8.4302)
H (-5.2192, 1.0073, -7.6452)
H (-5.7897, 0.9766, -5.2393)
H (-3.7578, -2.7504, -3.4176)
H (-4.8854, -4.8968, -2.8844)
H (-7.0766, -4.8807, -1.7329)
H (-8.1359, -2.7362, -1.1245)
H (-7.0093, -0.5919, -1.6852)
C (2.1058, 1.4048, -5.1843)
C (3.1705, 1.5963, -4.3141)
C (3.1144, 1.1159, -3.0193)
C (1.9795, 0.4459, -2.5445)
C (0.9321, 0.2278, -3.4436)
C (0.9964, 0.7037, -4.7439)
N (1.9092, 0.0018, -1.1762)
C (3.1602, -0.5268, -0.7191)
C (3.8843, -1.3838, -1.5590)
C (5.1233, -1.8683, -1.1888)
C (5.6715, -1.5231, 0.0400)
C (4.9468, -0.7133, 0.8972)
C (3.7026, -0.2204, 0.5275)
H (2.1454, 1.7889, -6.1946)
H (4.0533, 2.1284, -4.6434)
H (3.9587, 1.2668, -2.3605)
H (0.0573, -0.3268, -3.1348)
H (0.1683, 0.5211, -5.4175)
H (3.4583, -1.6629, -2.5146)
H (5.6669, -2.5147, -1.8652)
H (6.6575, -1.8729, 0.3145)
H (5.3568, -0.4463, 1.8628)
H (3.1814, 0.4301, 1.2119)

Properties
Spin multiplicity   3
Expectation value of S²   2.037
Total charge   +1
Lowest unoccupied orbital energy (spin up / spin down)   -3.5557 / -4.1517 eV
Highest occupied orbital energy (spin up / spin down)   -9.444 / -9.417 eV
Kohn-Sham gap (spin up / spin down)   5.9 / 5.3 eV



# 3
C41H48BrN2O2S2V | the ωB97M-V functional and the def2-TZVPD basis

CARTESIAN COORDINATES (ANGSTROEM)
V (1.1857, 0.2772, -0.1080)
C (-0.4800, 7.0751, -0.8577)
C (-1.4598, 6.5362, 0.1962)
C (-2.8862, 6.9271, -0.2051)
C (-1.1558, 7.2065, 1.5448)
C (-1.2893, 5.0227, 0.2925)
C (-0.1886, 4.4721, 0.9390)
C (-0.0158, 3.1082, 0.9493)
Br (1.4668, 2.3870, 1.9289)
C (-0.8697, 2.1703, 0.3173)
O (-0.5751, 0.8922, 0.3364)
C (-2.0292, 2.7376, -0.2818)
C (-2.1792, 4.1241, -0.2798)
C (-3.1734, 1.9453, -0.9413)
C (-3.3304, 2.3826, -2.4066)
C (-2.9871, 0.4298, -0.9348)
C (-4.4783, 2.2381, -0.1788)
H (-0.5217, 8.1675, -0.8992)
H (-0.7243, 6.6789, -1.8454)
H (0.5416, 6.7767, -0.6172)
H (-2.9976, 8.0126, -0.1662)
H (-3.6122, 6.4839, 0.4796)
H (-3.1222, 6.6064, -1.2211)
H (-1.3642, 8.2768, 1.4805)
H (-0.1099, 7.0876, 1.8285)
H (-1.7766, 6.7776, 2.3335)
H (0.5410, 5.0884, 1.4468)
H (-3.0680, 4.5165, -0.7534)
H (-2.3896, 2.2439, -2.9435)
H (-3.6212, 3.4308, -2.4933)
H (-4.1005, 1.7779, -2.8929)
H (-2.0892, 0.1334, -1.4754)
H (-3.8537, -0.0434, -1.4075)
H (-2.9098, 0.0585, 0.0849)
H (-4.7296, 3.2992, -0.1816)
H (-4.3773, 1.9195, 0.8606)
H (-5.3087, 1.6889, -0.6312)
C (2.1216, -0.8868, 1.1289)
C (2.8638, -1.6709, 1.7302)
C (3.7883, -2.5727, 2.2655)
C (3.6990, -2.9873, 3.6611)
C (4.8542, -3.2110, 4.4354)
C (4.7758, -3.6501, 5.7448)
C (3.5396, -3.8708, 6.3444)
C (2.3872, -3.6053, 5.6162)
C (2.4624, -3.1609, 4.3063)
C (4.7620, -3.1259, 1.3463)
C (5.4514, -4.3391, 1.5942)
C (6.2841, -4.9041, 0.6466)
C (6.4834, -4.2977, -0.5901)
C (5.8286, -3.0988, -0.8524)
C (4.9891, -2.5235, 0.0839)
H (5.8220, -3.0207, 3.9886)
H (5.6847, -3.8152, 6.3136)
H (3.4786, -4.2274, 7.3659)
H (1.4141, -3.7586, 6.0717)
H (1.5567, -2.9543, 3.7485)
H (5.2963, -4.8522, 2.5330)
H (6.7824, -5.8429, 0.8677)
H (7.1228, -4.7557, -1.3361)
H (5.9769, -2.6023, -1.8065)
H (4.4981, -1.5821, -0.1332)
C (-5.8685, -4.4206, -1.4669)
C (-4.5721, -3.8106, -1.0039)
C (-4.3492, -3.5424, 0.3440)
C (-3.1528, -2.9911, 0.7717)
C (-2.1546, -2.7136, -0.1505)
C (-2.3645, -2.9617, -1.4974)
C (-3.5634, -3.5116, -1.9175)
S (-0.6408, -1.8794, 0.3757)
C (0.1778, -3.4433, 0.8424)
O (0.0168, -1.4779, -0.9143)
H (-6.6835, -4.1673, -0.7892)
H (-5.7908, -5.5096, -1.5046)
H (-6.1236, -4.0706, -2.4671)
H (-5.1290, -3.7583, 1.0653)
H (-2.9889, -2.7693, 1.8210)
H (-1.5805, -2.7025, -2.1984)
H (-3.7267, -3.7020, -2.9723)
H (-0.0266, -4.1825, 0.0704)
H (-0.2217, -3.7588, 1.8067)
H (1.2389, -3.2154, 0.9235)
C (0.7484, 2.2255, -3.0292)
N (0.8837, 0.7955, -2.8500)
C (0.7812, -0.0178, -4.0534)
C (1.4118, -1.3398, -3.6310)
N (2.3836, -0.8981, -2.6429)
C (1.9206, 0.2787, -2.0409)
S (3.0098, 1.2852, -1.1467)
H (-0.2197, 2.4411, -3.4846)
H (1.5420, 2.6258, -3.6744)
H (0.7989, 2.7367, -2.0715)
H (1.3427, 0.4456, -4.8765)
H (-0.2590, -0.1374, -4.3609)
H (1.9073, -1.8507, -4.4565)
H (0.6523, -2.0001, -3.2001)
H (2.7162, -1.5994, -1.9915)

Properties
Spin multiplicity   4
Expectation value of S²   3.784
Total charge   -1
Lowest unoccupied orbital energy (spin up / spin down)   2.0663 / 2.0474 eV
Highest occupied orbital energy (spin up / spin down)   -1.971 / -2.253 eV
Kohn-Sham gap (spin up / spin down)   4.0 / 4.3 eV



# 4
C41H49As3BiO15PS5 | the ωB97M-V functional and the def2-TZVPD basis

CARTESIAN COORDINATES (ANGSTROEM)
Bi (-0.1139, 0.3837, -0.6744)
O (1.8282, 3.9572, -2.9162)
S (0.9639, 2.7922, -3.0170)
O (1.0990, 1.9932, -1.7246)
O (-0.3648, 3.1206, -3.3531)
C (1.8312, 1.7463, -4.2101)
C (3.0697, 2.1271, -4.5927)
C (3.8528, 1.3160, -5.4042)
C (3.3467, 0.0594, -5.8174)
C (2.1124, -0.3184, -5.3469)
C (1.3286, 0.5274, -4.5779)
S (-0.1422, -0.3178, -4.0631)
O (-0.9832, -0.3753, -5.2409)
O (0.2967, -1.5540, -3.5027)
O (-0.7726, 0.4983, -2.9819)
H (3.4101, 3.0737, -4.1718)
H (4.8206, 1.7223, -5.7246)
H (3.9144, -0.6406, -6.4178)
H (1.6522, -1.3033, -5.4767)
O (3.3295, -2.4560, -1.6921)
S (2.4656, -1.8343, -0.7349)
O (2.0785, -0.4011, -1.0444)
O (1.2811, -2.5618, -0.4715)
C (3.5447, -1.5524, 0.6893)
C (4.9202, -1.5615, 0.3411)
C (5.8781, -1.2564, 1.2824)
C (5.5075, -0.9302, 2.5717)
C (4.1486, -0.9972, 2.8901)
C (3.1679, -1.2202, 1.9736)
S (1.5400, -1.1915, 2.6369)
O (1.0595, -2.5612, 2.6260)
O (1.6752, -0.6131, 3.9712)
O (0.7204, -0.3277, 1.6964)
H (5.2125, -1.7670, -0.6630)
H (6.9199, -1.2541, 0.9099)
H (6.2313, -0.6899, 3.3705)
H (3.7968, -0.8129, 3.8759)
C (-4.3280, -0.7157, 1.3874)
As (-2.4408, -1.3151, 1.3902)
C (-2.2250, -0.7880, 3.3671)
C (-2.5092, -3.2035, 1.6209)
C (-3.4756, -4.1253, 0.7568)
C (-4.9647, -3.8530, 1.1588)
C (-3.2256, -3.9478, -0.7811)
As (-3.2321, -2.2640, -1.9609)
C (-5.1514, -2.4415, -2.4096)
C (-2.4501, -3.3195, -3.3675)
C (-3.2522, -5.6157, 1.0859)
As (-1.8319, -6.8162, 0.3647)
C (-2.1971, -6.8633, -1.5872)
C (-0.2157, -5.6452, 0.4067)
H (-4.8128, -1.0103, 2.3145)
H (-4.8940, -1.0321, 0.5246)
H (-4.2394, 0.3462, 1.3214)
H (-3.1984, -0.9053, 3.8083)
H (-2.0097, 0.3252, 3.4306)
H (-1.4183, -1.3811, 3.8609)
H (-2.5703, -3.4788, 2.7032)
H (-1.5068, -3.4532, 1.3282)
H (-5.3099, -2.8437, 1.0021)
H (-5.1282, -4.0519, 2.1980)
H (-5.6049, -4.5114, 0.5400)
H (-3.7605, -4.6772, -1.3731)
H (-2.1591, -4.2105, -0.9206)
H (-5.3980, -3.4719, -2.7643)
H (-5.5616, -1.7562, -3.1458)
H (-5.7631, -2.2581, -1.5392)
H (-3.1042, -4.1170, -3.7356)
H (-1.4547, -3.5912, -2.9793)
H (-2.2659, -2.5756, -4.1878)
H (-4.1670, -6.2210, 0.8851)
H (-3.1489, -5.6183, 2.1786)
H (-3.2668, -7.0735, -1.6986)
H (-1.7092, -7.8152, -1.8866)
H (-1.8606, -5.9980, -2.1323)
H (-0.0300, -5.2564, 1.3893)
H (-0.3391, -4.7444, -0.1675)
H (0.5849, -6.2675, 0.0189)
O (-3.8349, 3.2145, 0.2495)
S (-2.4551, 2.7224, 0.3430)
O (-2.1068, 2.3467, 1.6982)
O (-2.1019, 1.6238, -0.5979)
C (-1.3952, 4.0363, -0.2042)
C (-1.9591, 4.8602, -1.2025)
C (-1.2446, 5.9201, -1.6562)
C (0.0482, 6.1313, -1.2371)
C (0.6752, 5.2159, -0.4332)
C (-0.0464, 4.1719, 0.1492)
P (0.8096, 2.9742, 1.2012)
C (2.5766, 3.5635, 1.1212)
C (3.2603, 3.3592, -0.0553)
C (4.5507, 3.8970, -0.2209)
C (5.1546, 4.6148, 0.8235)
C (4.4848, 4.7468, 2.0660)
C (3.2025, 4.2301, 2.2143)
C (0.3591, 3.3605, 2.9165)
C (0.9219, 2.6141, 3.9601)
C (0.7800, 2.9548, 5.2807)
C (0.0627, 4.1117, 5.6195)
C (-0.4958, 4.8282, 4.5938)
C (-0.4018, 4.4438, 3.2349)
H (-2.9440, 4.5977, -1.5310)
H (-1.7437, 6.5099, -2.3809)
H (0.6806, 6.9587, -1.5936)
H (1.7535, 5.3568, -0.2278)
H (2.8618, 2.7840, -0.8708)
H (5.1029, 3.7485, -1.1127)
H (6.1506, 5.0741, 0.7087)
H (5.0385, 5.3365, 2.8283)
H (2.6922, 4.2579, 3.1350)
H (1.4730, 1.6779, 3.7495)
H (1.2236, 2.4018, 6.0901)
H (-0.1180, 4.3882, 6.6212)
H (-1.1208, 5.6926, 4.7988)
H (-0.9261, 5.0166, 2.5007)

Properties
Spin multiplicity   1
Total charge   -2
Lowest unoccupied orbital energy   4.0931 eV
Highest occupied orbital energy   -3.704 eV
Kohn-Sham gap   7.8 eV



Here are the calculated F_max numbers, same order: 1.325; 2.437; 2.820; 2.821 (eV/Å).
Here are the calculated ΔE to the lowest compared entry with this formula, charge and spin numbers, same order: 0.839; 0.768; 1.685; 0.000 (eV).